Below is 10 unconnected molecules or ions with the total composition C49H113N5O10 in a non-equilibrium geometry, with properties calculated with ωB97M-V with the def2-TZVPD basis set.

Last column: Löwdin charge in e.
Positions of all 177 atoms, in Å:
C1 -22.3007 12.2402 -9.0560  -0.0465
C2 -23.0492 11.0799 -8.3381  -0.4812
C3 -24.5343 11.4833 -8.0424  -0.0267
C4 -23.0656 9.9148 -9.4407  -0.0996
C5 -23.3995 8.4494 -8.9012  -0.1619
C6 -22.6580 8.1280 -7.5756  -0.1044
C7 -22.6377 9.3334 -6.4773  -0.4670
C8 -24.0099 9.3545 -5.7593  -0.0430
C9 -21.5772 9.0226 -5.4430  -0.0520
N1 -22.3513 10.6369 -7.1668  -0.1351
O1 -22.0101 11.6379 -6.2446  0.0000
H1 -22.3531 13.2215 -8.5843  0.0747
H2 -21.2242 12.0710 -9.0789  0.0822
H3 -22.6367 12.3657 -10.0854  0.0805
H4 -24.5643 11.7004 -6.9746  0.0650
H5 -24.8345 12.3922 -8.5638  0.0747
H6 -25.2971 10.7474 -8.2968  0.0726
H7 -23.8177 10.1456 -10.1952  0.1058
H8 -22.1133 9.8972 -9.9707  0.1046
H9 -24.4737 8.2650 -8.8882  0.0938
H10 -23.0591 7.6491 -9.5584  0.0959
H11 -21.6212 7.8268 -7.7255  0.1080
H12 -23.2026 7.3099 -7.1043  0.1026
H13 -24.7308 9.3519 -6.5769  0.0680
H14 -24.1721 10.1145 -4.9949  0.0821
H15 -24.1672 8.4178 -5.2246  0.0805
H16 -21.8092 8.0955 -4.9188  0.0879
H17 -21.5698 9.8258 -4.7062  0.0770
H18 -20.5653 8.9932 -5.8472  0.0891
H19 -22.7752 11.6235 -5.6650  0.0732
C10 -34.6789 12.3508 -11.3016  -0.0253
C11 -33.1658 12.0034 -11.3080  -0.4688
C12 -32.8092 11.1634 -12.5070  -0.0342
C13 -32.2865 13.3551 -11.4084  -0.1048
C14 -32.1602 14.3021 -10.1829  -0.1892
C15 -31.7194 13.4533 -9.0662  -0.1624
C16 -32.5497 12.1211 -8.8023  -0.4785
C17 -31.5660 11.2552 -7.9593  -0.0367
C18 -33.8360 12.4571 -8.0071  -0.0298
N2 -32.7407 11.3685 -10.0171  -0.1118
O2 -33.4759 10.1502 -9.7576  -0.0145
H20 -34.7995 13.0400 -10.4658  0.0639
H21 -34.8933 12.8338 -12.2550  0.0774
H22 -35.4566 11.5975 -11.1760  0.0833
H23 -31.8402 11.4380 -12.9236  0.0751
H24 -32.7662 10.1116 -12.2244  0.0795
H25 -33.5234 11.3914 -13.2982  0.0850
H26 -31.2805 13.0611 -11.7079  0.1010
H27 -32.6376 13.8702 -12.3026  0.1119
H28 -31.4960 15.1443 -10.3768  0.1167
H29 -33.1263 14.7457 -9.9420  0.1048
H30 -31.9042 14.0707 -8.1872  0.1156
H31 -30.6381 13.3188 -9.0369  0.1158
H32 -30.5851 11.1418 -8.4211  0.0664
H33 -31.9213 10.2454 -7.7540  0.0814
H34 -31.3752 11.8767 -7.0844  0.0814
H35 -34.6781 11.7743 -8.1200  0.0792
H36 -34.2270 13.4621 -8.1657  0.0727
H37 -33.7051 12.3758 -6.9280  0.0768
H38 -32.8273 9.5250 -10.0894  0.0880
C19 -40.2769 2.9758 -11.2467  -0.0356
C20 -39.9821 3.2174 -12.7470  -0.4437
C21 -40.6696 2.1657 -13.7103  -0.0323
C22 -40.6238 4.6732 -13.0943  -0.1404
C23 -39.8028 5.8753 -12.7051  -0.1930
C24 -38.3882 5.7411 -13.3876  -0.0974
C25 -37.6650 4.3690 -13.0485  -0.4855
C26 -36.5702 4.2465 -14.1976  -0.0333
C27 -36.9249 4.3429 -11.7156  -0.0415
N3 -38.5749 3.2486 -13.1068  -0.1287
O3 -37.9662 1.9630 -12.9464  -0.0093
H39 -39.7792 2.0940 -10.8431  0.0735
H40 -39.8721 3.7603 -10.6072  0.0702
H41 -41.3224 2.6969 -11.1151  0.0785
H42 -40.2470 1.1621 -13.6629  0.0675
H43 -41.7126 2.0629 -13.4108  0.0751
H44 -40.5674 2.4062 -14.7685  0.0766
H45 -40.9726 4.6324 -14.1262  0.1045
H46 -41.5739 4.8420 -12.5876  0.1083
H47 -40.1605 6.8490 -13.0396  0.1048
H48 -39.8920 5.9820 -11.6241  0.1036
H49 -37.8987 6.6541 -13.0485  0.1136
H50 -38.6166 5.7614 -14.4532  0.1120
H51 -35.9552 3.3846 -13.9391  0.0697
H52 -35.9602 5.1492 -14.2318  0.0807
H53 -37.0601 4.0890 -15.1585  0.0789
H54 -37.5782 4.4505 -10.8498  0.0721
H55 -36.2457 5.1910 -11.6282  0.0797
H56 -36.3284 3.4617 -11.4794  0.0777
H57 -37.6051 1.7847 -13.8179  0.0937
C28 -31.6206 5.2297 2.2785  -0.0410
C29 -31.9392 6.1527 1.0349  -0.4272
C30 -33.5278 6.5107 1.0638  -0.0136
C31 -31.0807 7.4276 1.2019  -0.1499
C32 -31.0767 8.3094 -0.0517  -0.1630
C33 -30.5450 7.4457 -1.2312  -0.1303
C34 -31.4249 6.2089 -1.4803  -0.5115
C35 -32.7957 6.6066 -2.1228  -0.0243
C36 -30.6436 5.4120 -2.5151  -0.0511
N4 -31.5242 5.4498 -0.2156  -0.1367
O4 -32.0125 4.1680 -0.3614  0.0038
H58 -31.6413 5.7231 3.2502  0.0788
H59 -30.6262 4.8026 2.1486  0.0807
H60 -32.3200 4.3952 2.3288  0.0711
H61 -34.1432 5.9099 0.3941  0.0586
H62 -33.7581 7.5362 0.7751  0.0617
H63 -33.9636 6.3279 2.0460  0.0686
H64 -31.4537 8.0313 2.0292  0.1172
H65 -30.0846 7.0899 1.4878  0.1179
H66 -30.4683 9.2005 0.1034  0.1048
H67 -32.0705 8.7043 -0.2624  0.0937
H68 -29.5041 7.1392 -1.1285  0.1205
H69 -30.6694 7.9810 -2.1725  0.1142
H70 -33.3071 7.4233 -1.6134  0.0661
H71 -32.6425 6.8423 -3.1759  0.0802
H72 -33.5455 5.8170 -2.1724  0.0740
H73 -29.6578 5.1008 -2.1696  0.0906
H74 -31.2598 4.5462 -2.7575  0.0812
H75 -30.4813 5.9777 -3.4326  0.0850
H76 -32.9557 4.3143 -0.4642  0.0798
C37 -34.2579 -3.6296 -9.8961  -0.0386
C38 -34.6162 -2.6308 -8.7203  -0.4371
C39 -36.1361 -2.4599 -8.5710  -0.0405
C40 -34.0176 -3.3184 -7.3612  -0.1059
C41 -33.8688 -2.3045 -6.1947  -0.1941
C42 -33.0124 -1.0744 -6.6098  -0.1141
C43 -33.7236 -0.3340 -7.8175  -0.4646
C44 -34.9615 0.4503 -7.3258  -0.0374
C45 -32.6834 0.6605 -8.3091  -0.0642
N5 -33.9604 -1.3216 -8.9530  -0.1114
O5 -34.3101 -0.7331 -10.1962  -0.0095
H77 -34.6062 -3.2344 -10.8504  0.0659
H78 -34.6897 -4.6280 -9.8267  0.0757
H79 -33.1908 -3.7705 -10.0676  0.0756
H80 -36.6831 -3.3688 -8.3203  0.0840
H81 -36.6059 -1.9343 -9.4023  0.0791
H82 -36.4050 -1.8164 -7.7332  0.0586
H83 -34.6655 -4.0874 -6.9404  0.1064
H84 -33.0409 -3.7875 -7.4799  0.1060
H85 -33.3901 -2.7736 -5.3352  0.1004
H86 -34.8594 -2.1237 -5.7774  0.0963
H87 -32.0019 -1.3955 -6.8627  0.1125
H88 -32.8545 -0.4030 -5.7658  0.1147
H89 -35.6232 0.8916 -8.0711  0.0810
H90 -35.6513 -0.1128 -6.6972  0.0598
H91 -34.6024 1.2051 -6.6260  0.0822
H92 -31.7581 0.1187 -8.5052  0.0829
H93 -32.9232 1.1658 -9.2446  0.0766
H94 -32.4395 1.4954 -7.6522  0.0843
H95 -35.1536 -0.3282 -9.9815  0.0752
C46 -27.0575 8.0023 -15.4230  -0.2252
O6 -26.3056 8.8724 -14.7232  -0.0971
H96 -27.4658 7.2604 -14.7367  0.0772
H97 -27.8258 8.5754 -15.9419  0.0762
H98 -26.5671 7.5114 -16.2636  0.0817
H99 -26.8133 9.2448 -13.9985  0.0858
C47 -29.6888 3.4619 -14.7900  -0.1835
O7 -30.3973 2.9628 -13.6927  -0.1167
H100 -28.6198 3.3541 -14.6062  0.0690
H101 -29.7930 2.8013 -15.6507  0.0750
H102 -29.8591 4.5025 -15.0663  0.0800
H103 -30.4107 2.0032 -13.6665  0.0803
C48 -26.1079 3.6587 -6.1906  -0.2056
O8 -25.3403 3.1846 -5.1579  -0.1032
H104 -26.2907 4.7333 -6.1872  0.0730
H105 -25.4925 3.5117 -7.0782  0.0759
H106 -27.0400 3.1150 -6.3438  0.0799
H107 -24.4531 3.0124 -5.4815  0.0797
C49 -29.4113 6.0053 -10.2177  -0.1711
O9 -30.7103 6.1330 -10.7548  -0.1247
H108 -29.4420 6.6312 -9.3259  0.0752
H109 -29.2214 4.9787 -9.9042  0.0800
H110 -28.6274 6.4592 -10.8240  0.0725
H111 -30.8060 5.4079 -11.3766  0.0655
O10 -29.1070 10.1068 -11.2019  -0.0521
H112 -29.4182 10.8553 -10.6929  0.0116
H113 -29.9005 9.6171 -11.4182  0.0202

Cartesian forces, eV/Å:
C 0.4150 0.1598 0.5722
C -1.2205 -0.4234 -1.9945
C 0.4842 0.5411 0.1355
C -0.1514 -1.1511 1.0936
C 1.1377 0.9460 0.2260
C -0.9218 1.8544 1.0507
C -0.5330 -0.4641 -1.2144
C 0.0590 -0.9004 -0.7437
C 0.3659 0.6088 0.2024
N 1.8887 -2.1794 -0.1568
O -0.5965 -0.0653 -0.3551
H -0.5371 -0.0794 0.3246
H 0.0222 -0.4966 -0.0810
H -0.2134 -0.1771 0.0442
H -0.4620 0.1022 -0.0038
H 0.1734 0.0934 -0.0805
H 0.2464 -0.3005 0.1616
H -0.0375 0.3230 0.0776
H 0.1847 -0.0082 0.2386
H -0.1315 0.3521 0.6002
H 0.1788 0.3729 -0.6167
H -0.0553 0.0840 -0.2595
H 0.2472 -0.1845 0.1908
H -0.4941 0.4121 0.4836
H 0.0390 0.4267 -0.3474
H 0.1669 -0.1735 0.0000
H 0.0177 -0.0743 -0.1588
H 0.0319 -0.1017 0.1723
H -0.0558 -0.1523 -0.1962
H -0.2670 0.6451 0.6297
C 0.5456 0.7469 0.1325
C 0.0340 1.4056 1.9271
C 0.3625 -0.0692 -0.1405
C -0.4976 -0.1304 -0.5184
C -1.2765 -0.9480 -1.8984
C -0.4604 -0.2186 2.0121
C 1.2769 0.1414 0.3633
C -0.2740 0.7606 0.2321
C -0.4207 -0.1849 0.5884
N 0.4072 -0.2031 -2.0247
O 0.3146 0.9423 -0.2917
H -0.3697 0.3102 -0.2202
H -0.1418 0.3586 0.1115
H 0.6501 -0.6210 0.0533
H 0.1909 -0.1005 0.1812
H -0.3683 -0.0664 -0.4124
H -0.1092 -0.5523 -0.0249
H 0.1817 -0.2950 0.2828
H -0.3187 0.2047 -0.0099
H 0.1693 -0.1755 -0.1171
H -0.2145 0.0126 -0.0878
H 0.1158 -0.2250 0.5608
H 0.0003 -0.5544 -0.4229
H -0.1418 0.1031 -0.4833
H -0.2762 0.2863 0.3714
H -0.0477 -0.5715 0.5761
H 0.1799 -0.2290 -0.7422
H 0.1421 0.0773 -0.3132
H 0.6220 0.2065 0.1170
H -0.1796 -0.4956 0.1898
C 0.6113 -1.2848 -0.2954
C -0.7958 1.1542 -0.6938
C 0.1482 0.1366 1.0749
C -0.7901 -0.9985 -0.0500
C 1.1857 -0.4067 -0.9155
C -1.6728 -0.9758 2.1472
C 1.3323 0.8037 -0.5422
C -0.9389 -0.4933 1.1403
C 0.2881 1.1043 0.9770
N -0.8035 -0.1069 -1.4443
O 0.0545 0.9168 0.4817
H 0.3972 -0.3123 -0.4158
H -0.6456 0.4046 -0.1386
H -0.1994 0.7926 0.2052
H 0.2256 0.0720 0.5690
H -0.1765 0.1180 -0.2933
H -0.1654 0.6081 0.1263
H 0.6765 0.2807 -0.4001
H -0.2029 -0.8292 0.4394
H -0.6449 -0.2095 -0.4111
H 0.9400 -0.2186 0.2555
H 0.9825 -0.4147 -0.3650
H 0.3226 0.1066 -0.0496
H 0.2822 0.0606 -0.2922
H 0.0132 -0.0848 0.0432
H 0.0170 0.0248 -0.0270
H -0.4366 0.0345 -0.1046
H 0.1884 0.1255 -0.1637
H -0.1418 -0.2466 -0.6429
H -0.0326 -0.1740 -0.1935
C -0.1672 -0.1597 -1.1574
C -1.3406 -0.2992 0.6356
C 0.9505 -0.2952 -0.0127
C -0.6202 0.1077 -0.4143
C 0.9551 -0.8751 -0.2841
C -1.6250 0.8328 0.1634
C -0.0141 0.1345 0.2188
C 0.1176 -0.1205 0.1060
C -0.4899 -0.8224 -0.1134
N 1.8033 1.6257 0.6756
O -0.5387 0.0306 0.1089
H -0.1662 0.4519 -0.2436
H 0.0500 0.0252 -0.0609
H -0.0241 -0.0159 -0.0639
H 0.2651 -0.3327 -0.2198
H 0.2905 0.1203 0.0838
H 0.2453 0.1469 0.1623
H -0.1972 -0.2511 0.2450
H 0.2136 0.1513 -0.2469
H 0.2430 -0.0659 0.0143
H -0.1504 -0.2404 -0.0724
H -0.0579 0.0941 0.2739
H 0.4263 0.3889 -0.0270
H 0.2553 0.1820 -0.0676
H 0.1003 0.3952 0.0509
H 0.2167 -0.4957 0.2977
H -0.1678 -0.1324 0.2646
H 0.3713 -0.2759 -0.2231
H -0.2025 0.2062 0.0558
H -0.7417 -0.5126 -0.1557
C -0.2584 0.9417 -0.2536
C 0.6239 -1.4789 0.7597
C -0.3572 0.3078 0.6142
C -0.2085 1.6930 0.1835
C 0.6351 -0.1146 -0.1936
C -2.0156 -0.6548 -0.4448
C 0.3962 -0.1601 -0.2123
C -0.2106 -0.4632 0.8647
C 0.6639 0.4282 -1.0225
N 1.6760 -0.6837 1.2259
O -0.1578 -0.1868 1.2075
H -0.2435 0.1974 0.0350
H -0.2374 0.1074 0.5616
H 0.1609 0.2363 0.5509
H 0.1591 -0.3013 -0.5579
H 0.0895 -0.4311 -0.4427
H 0.4601 0.1248 0.2715
H -0.3496 -0.1784 -0.6948
H 0.0194 0.1122 -0.6875
H 0.3267 -0.3586 -0.1088
H -0.1348 0.8311 -0.3037
H -0.1369 -0.1881 -0.4742
H -0.3886 0.3096 -0.0607
H 0.4692 0.2200 -0.3674
H 0.1436 -0.5236 -0.0617
H 0.0103 0.4119 -0.3307
H 0.0694 -0.0057 -0.0186
H -0.3893 -0.2553 -0.1434
H -0.2618 -0.3093 0.5977
H -0.5574 0.3928 -0.5175
C -2.0627 -0.8816 -1.1831
O 2.5229 1.6648 1.1794
H -0.4185 -0.3970 -0.3862
H -0.8206 -0.3059 0.0383
H 0.7897 -0.0382 0.4422
H -0.0358 -0.0313 -0.0473
C 1.5849 -1.3151 -0.7292
O -0.9189 0.7577 0.7975
H 0.3668 0.4042 0.2564
H -0.5737 0.2853 -0.4131
H -0.6349 -0.1746 0.4258
H 0.1732 0.0999 -0.2880
C 0.3103 0.3423 -2.2999
O 0.5811 -0.4970 1.9123
H -0.2167 0.1468 0.5502
H -0.4768 0.0256 -0.6893
H -0.0451 -0.0343 0.3450
H -0.1516 0.0284 0.1777
C -0.2572 0.7911 1.1120
O -0.0599 -0.2039 -0.5715
H 0.1951 -0.1515 0.2524
H 0.3560 0.0057 -0.1885
H 0.0658 -0.4267 -0.4246
H -0.3049 0.0118 -0.2296
O 0.3500 -0.0952 -0.1278
H -0.1590 0.2277 0.1506
H -0.2522 -0.1518 -0.0396

As for the SMILES: CC1(C)CCCC(C)(C)N1O.CC1(C)CCCC(C)(C)N1O.CC1(C)CCCC(C)(C)N1O.CC1(C)CCCC(C)(C)N1O.CC1(C)CCCC(C)(C)N1O.CO.CO.CO.CO.O. The relative energy (zero: lowest compared OMol25 entry of this formula, charge and spin) is 2.681 eV. The value obtained for the electronic energy is -2960.493563 a.u. As for the max |F|: 3.24 eV/A.